[1]
{
  "formula": "C27H22ClIrN5O6S",
  "method": "ωB97M-V with the def2-TZVPD basis set",
  "elements": ["Ir", "Cl", "S", "O", "O", "O", "O", "O", "O", "N", "N", "N", "N", "N", "C", "C", "C", "C", "C", "C", "C", "C", "C", "C", "C", "C", "C", "C", "C", "C", "C", "C", "C", "C", "C", "C", "C", "C", "C", "C", "C", "H", "H", "H", "H", "H", "H", "H", "H", "H", "H", "H", "H", "H", "H", "H", "H", "H", "H", "H", "H", "H", "H"],
  "xyz": [[-0.1639, -0.8031, 0.8309], [-3.0225, -1.5756, 1.4359], [2.8033, -1.7404, 0.1489], [-2.0578, -1.8068, 2.4611], [-3.4853, -2.8079, 0.8956], [-2.2216, -0.8384, 0.3493], [3.7645, -2.4264, 0.8909], [-4.0671, -0.6635, 1.8575], [3.1566, -1.0333, -1.0234], [-2.3939, 2.2401, -0.1991], [0.1724, 0.3121, 2.7992], [0.2929, 0.4840, -1.0091], [1.9228, -0.7371, 1.1856], [-0.7836, 3.5655, -1.1662], [0.7956, 0.1351, -3.5148], [-3.6609, 2.0302, 0.0539], [2.0175, 0.4033, -4.0919], [4.2400, 0.4954, 3.8189], [-0.4387, 1.3066, 4.8524], [-0.6681, -4.4918, -0.5952], [1.4485, 0.4401, 3.1348], [-0.7511, 0.7885, 3.5963], [0.8685, 1.3698, 5.2556], [-2.9425, 4.4643, -1.1074], [3.8443, -0.0722, 2.5708], [-0.1454, -0.4377, -5.6814], [1.0743, -3.1085, -1.4156], [3.2493, 0.9683, 4.6883], [-0.3088, -0.2747, -4.3053], [-0.3478, -4.1947, 0.7237], [2.1727, 0.1586, -5.4466], [0.0108, -3.9450, -1.6699], [0.7579, -3.3668, 0.9781], [0.5318, 0.3120, -2.1341], [-4.6642, 2.9441, -0.2807], [1.8800, 0.9860, 4.3380], [-4.3030, 4.1706, -0.8597], [2.4616, -0.1170, 2.2446], [1.4204, -2.8171, -0.1155], [1.1028, -0.2611, -6.2094], [-2.0589, 3.3941, -0.7990], [-0.9470, -4.5146, 1.5433], [-0.3485, -4.2296, -2.6634], [1.0968, 1.6254, 6.2833], [1.5790, -2.6817, -2.2221], [-1.2367, -0.4610, -3.8424], [4.5428, -0.4971, 1.8622], [-2.6648, 5.4106, -1.5213], [-4.9882, 4.9650, -1.1487], [-1.5646, -5.0758, -0.8065], [-0.4261, 4.3510, -1.7432], [-1.2724, 1.5582, 5.5077], [-3.8382, 1.0798, 0.5234], [-0.9610, -0.6827, -6.3318], [1.1014, -3.1458, 1.9964], [1.1880, -0.3720, -7.2803], [3.5890, 1.4547, 5.5751], [2.8452, 0.6816, -3.4890], [-0.1364, 2.7594, -1.0172], [5.2599, 0.6348, 4.0460], [3.1136, 0.3971, -5.9406], [-5.6874, 2.6391, -0.0623], [-1.7482, 0.6542, 3.2455]],
  "forces_ev_per_a": [[2.241, 1.817, 0.064], [-0.789, 0.095, -0.540], [-2.280, -0.345, -0.302], [0.498, -0.065, 0.976], [-0.206, 0.856, 0.131], [0.297, -0.030, 0.162], [1.876, -0.989, 1.335], [0.936, -1.036, -0.488], [0.036, 0.640, -0.803], [0.216, -0.112, 0.070], [-0.795, -0.356, -1.708], [-0.868, -0.549, 2.057], [-0.838, 0.435, 0.106], [0.997, -1.011, -0.149], [0.460, 0.827, 3.708], [1.502, -0.403, -0.054], [0.975, -0.499, -0.859], [-2.355, -0.258, -1.403], [-0.653, 0.046, 0.299], [-1.135, -0.080, 0.177], [1.904, -0.188, -0.164], [0.066, -0.117, 0.381], [0.023, -0.110, -0.146], [-2.774, -1.441, 0.818], [-0.109, 0.581, 1.159], [0.209, 0.148, 0.728], [-0.748, -0.441, 0.023], [1.367, 0.077, -1.218], [-1.437, -0.767, -2.676], [0.980, 0.723, -0.360], [2.433, 1.499, 2.266], [-0.464, -0.768, 0.126], [-0.614, -0.293, 0.422], [1.080, -0.155, -2.404], [-0.783, 0.865, -0.364], [-0.803, -0.210, 1.114], [1.086, 0.784, -0.327], [-0.652, -0.390, -0.152], [0.597, 0.233, -0.517], [-2.790, -1.028, -2.956], [1.326, 1.333, -0.786], [-0.308, -0.456, 0.382], [0.481, 0.376, 0.216], [0.194, 0.226, -0.133], [0.976, 0.755, -1.055], [-0.959, -0.170, 0.442], [0.153, 0.179, 0.229], [0.383, 0.236, -0.189], [-0.334, -0.496, 0.283], [0.313, -0.042, 0.187], [-0.697, -0.686, 0.790], [0.365, 0.071, -0.080], [-0.519, -0.178, 0.185], [-0.335, -0.192, -0.018], [-0.205, -0.226, -0.372], [0.324, -0.032, -0.030], [-0.103, 0.117, 0.682], [0.563, 0.334, 0.367], [-0.638, 0.679, -0.052], [0.973, -0.151, 0.302], [-0.089, -0.184, 0.245], [0.128, 0.444, -0.180], [-0.677, 0.075, 0.051]],
  "gap_ev": [5.0, 4.5],
  "e_lumo_ev": [-5.91, -9.04],
  "relative_energy_ev": 3.254,
  "multiplicity": 6,
  "e_homo_ev": [-10.9, -13.5],
  "charge": 2
}

=====

[2]
{
  "formula": "C27H23BrCl5N3Na",
  "method": "ωB97M-V with the def2-TZVPD basis set",
  "elements": ["Br", "Cl", "Cl", "Cl", "Cl", "Cl", "Na", "N", "N", "N", "C", "C", "C", "C", "C", "C", "C", "C", "C", "C", "C", "C", "C", "C", "C", "C", "C", "C", "C", "C", "C", "C", "C", "C", "C", "C", "C", "H", "H", "H", "H", "H", "H", "H", "H", "H", "H", "H", "H", "H", "H", "H", "H", "H", "H", "H", "H", "H", "H", "H"],
  "xyz": [[-1.9404, 2.1922, 2.1380], [-2.5985, 1.1017, -2.2735], [-2.7666, 1.5322, -5.3512], [-0.8405, -0.0010, -7.2811], [1.5136, -2.3985, -3.0288], [1.2690, -1.9909, -6.1079], [-0.2808, 0.0689, -0.4828], [0.7321, 2.0186, -0.5871], [-0.1080, 0.1568, 2.4149], [1.9248, -0.6212, 0.0835], [0.6319, 0.7488, 5.0149], [0.2197, -1.3426, -3.6612], [2.0603, -2.9634, 0.7207], [0.4260, 3.0850, -1.3328], [4.1878, -3.9525, 1.3364], [-1.6153, 0.4041, -4.7136], [4.8093, -2.7427, 1.0902], [4.0988, -1.6257, 0.6501], [0.5518, -3.1166, 0.6379], [2.2871, 0.0999, -0.9279], [-1.5055, 0.1621, -3.3475], [0.1775, -1.1628, -5.0426], [0.0612, -4.3534, -0.1118], [4.8627, -0.3272, 0.4969], [-0.7588, -0.2771, -5.5741], [5.7660, -0.2699, -0.7356], [-0.6091, -0.7060, -2.7656], [-0.6602, 1.1502, 3.0771], [2.7092, -1.7377, 0.4354], [1.9772, 2.0137, -2.5216], [-0.3458, 1.4949, 4.3812], [0.8296, -0.5490, 3.0506], [1.6892, 1.3410, -1.3212], [1.2512, -0.2983, 4.3487], [1.1605, 3.1412, -2.5371], [2.8146, -4.0452, 1.1539], [2.3421, -1.1299, 4.9685], [-1.0275, -4.4229, -0.0643], [6.4869, -1.0915, -0.7341], [5.4838, -0.2014, 1.3891], [-0.8385, 2.3233, 4.8690], [3.0894, -0.2471, -1.5845], [-0.3311, 3.7856, -1.0007], [2.3100, -4.9826, 1.3601], [2.6787, 1.6906, -3.2787], [1.0859, 3.8943, -3.3072], [0.3480, -4.3130, -1.1608], [4.1759, 0.5179, 0.4872], [5.1916, -0.3482, -1.6604], [4.7557, -4.8053, 1.6881], [1.2954, -1.3418, 2.4787], [6.3251, 0.6679, -0.7674], [0.1299, -2.2242, 0.1856], [3.2333, -1.1472, 4.3389], [2.6264, -0.7351, 5.9445], [2.0272, -2.1660, 5.1059], [5.8765, -2.6403, 1.2651], [0.9206, 0.9909, 6.0324], [0.4619, -5.2744, 0.3172], [0.1516, -3.1408, 1.6587]],
  "forces_ev_per_a": [[-0.068, -0.048, -0.018], [0.209, -0.294, -0.127], [0.031, -0.031, -0.051], [0.002, -0.039, 0.032], [-0.294, 0.068, -0.071], [-0.044, 0.023, -0.002], [-0.649, -0.360, 0.514], [0.297, 0.277, -0.339], [-0.131, -0.003, 0.131], [0.305, -0.276, 0.064], [0.008, 0.040, 0.134], [0.286, -0.043, -0.055], [0.019, -0.049, -0.001], [0.038, -0.016, -0.036], [-0.083, 0.043, -0.026], [-0.049, 0.073, 0.077], [0.021, 0.082, 0.010], [0.032, -0.091, -0.031], [0.060, 0.096, 0.054], [-0.028, 0.358, -0.100], [-0.187, 0.144, 0.082], [0.051, -0.034, 0.013], [0.009, -0.032, 0.017], [-0.030, 0.031, 0.054], [0.010, 0.008, 0.008], [0.052, -0.061, -0.062], [-0.123, 0.000, 0.021], [0.051, -0.010, -0.115], [-0.254, 0.167, -0.074], [-0.055, 0.152, -0.061], [0.028, 0.031, 0.014], [0.001, 0.023, -0.189], [0.445, -0.143, 0.137], [0.064, -0.046, -0.010], [0.018, -0.121, 0.151], [0.019, -0.022, -0.005], [-0.002, 0.018, 0.054], [0.014, 0.054, -0.003], [-0.029, 0.011, 0.026], [0.043, -0.018, -0.001], [0.007, -0.004, -0.020], [-0.026, 0.014, -0.023], [0.029, -0.007, 0.009], [0.038, 0.011, 0.025], [-0.012, 0.001, 0.015], [-0.001, -0.009, 0.015], [0.047, 0.028, -0.037], [-0.015, 0.001, -0.004], [0.005, 0.006, 0.048], [-0.002, 0.008, -0.022], [-0.044, 0.031, 0.009], [-0.026, -0.010, 0.017], [-0.006, -0.050, -0.145], [-0.036, 0.012, -0.041], [-0.011, 0.003, -0.007], [-0.029, 0.011, -0.023], [-0.013, 0.000, -0.015], [-0.008, 0.004, -0.018], [-0.005, 0.032, -0.015], [0.025, -0.041, 0.012]],
  "gap_ev": 6.4,
  "e_lumo_ev": 2.08,
  "relative_energy_ev": 0.844,
  "e_homo_ev": -4.3,
  "charge": -1
}

=====

[3]
{
  "formula": "C27H23ClN4O2ReS",
  "method": "ωB97M-V with the def2-TZVPD basis set",
  "elements": ["Re", "Cl", "S", "O", "O", "N", "N", "N", "N", "C", "C", "C", "C", "C", "C", "C", "C", "C", "C", "C", "C", "C", "C", "C", "C", "C", "C", "C", "C", "C", "C", "C", "C", "C", "C", "C", "H", "H", "H", "H", "H", "H", "H", "H", "H", "H", "H", "H", "H", "H", "H", "H", "H", "H", "H", "H", "H", "H", "H"],
  "xyz": [[-0.2045, -0.0732, -0.0245], [3.9511, -4.0694, 4.4205], [0.1349, -2.5393, -0.8860], [-0.0978, -0.7333, 1.8863], [-0.3447, 0.2402, -2.0276], [1.8620, 0.1412, 0.1876], [-4.3698, 0.0954, -0.8356], [0.1192, 2.0392, -0.1695], [-2.2978, -0.0723, -0.1306], [2.2119, -1.4167, 1.9834], [3.1581, -2.2232, 2.6318], [1.7035, 3.4847, -1.3131], [-3.1801, -0.0179, -4.9705], [-3.5860, -0.0051, -3.6570], [-0.7810, 3.0002, -0.2179], [-1.8184, 0.0234, -5.2859], [3.9137, 2.5946, -1.7294], [-2.6580, 0.0480, -2.6049], [-3.0771, 0.0335, -1.2290], [2.7991, -3.0374, 3.6895], [0.7073, 4.4830, -1.3722], [2.6560, -0.5140, 0.9741], [0.6143, -3.7575, 0.3673], [-1.2592, 0.1234, -2.9268], [-4.4238, 0.0319, 0.5215], [0.5440, -2.1973, 3.5903], [0.8455, -1.4089, 2.4474], [1.3568, 2.2677, -0.6816], [-0.5246, 4.2410, -0.8136], [3.5867, 1.4067, -1.0670], [-3.1341, -0.0727, 0.9494], [3.0051, 3.6169, -1.8435], [2.3224, 1.2369, -0.5456], [1.4803, -3.0060, 4.1759], [-0.8821, 0.0939, -4.2899], [-1.5242, -3.1782, -1.2417], [1.6462, -3.5705, 0.6443], [1.2158, -3.6269, 5.0179], [-1.7440, 2.7918, 0.2296], [0.1749, 0.1243, -4.5033], [0.9220, 5.4223, -1.8543], [4.3176, 0.6168, -0.9986], [4.1807, -2.2209, 2.2904], [-3.9107, -0.0660, -5.7610], [-2.1203, -3.2096, -0.3373], [-1.5055, -0.0045, -6.3172], [-0.4663, -2.1587, 3.9696], [-1.3065, 4.9846, -0.8352], [-2.7567, -0.1454, 1.9502], [-1.4084, -4.1754, -1.6594], [-4.6442, -0.0490, -3.4472], [3.7253, -0.3183, 0.9391], [-1.9829, -2.5308, -1.9823], [-0.0214, -3.6938, 1.2433], [0.5332, -4.7354, -0.0980], [-5.3435, 0.0648, 1.0685], [-5.1625, 0.1902, -1.4516], [3.2788, 4.5318, -2.3401], [4.9046, 2.7013, -2.1396]],
  "forces_ev_per_a": [[1.412, -0.230, -0.584], [0.077, -0.049, 0.055], [-0.756, 0.478, 0.219], [-1.572, 1.636, -3.051], [1.972, -0.860, 3.780], [-0.458, -0.709, 0.179], [0.287, -0.003, -0.171], [-0.649, -0.534, 0.523], [-0.665, 0.073, -1.052], [-1.004, 0.171, 0.170], [-0.049, -0.364, 0.497], [-0.145, -0.424, 0.203], [0.139, 0.025, -0.080], [0.191, -0.039, 0.149], [-0.292, 0.451, -0.037], [-0.365, -0.027, 0.033], [-0.122, 0.385, -0.069], [1.218, 0.167, -0.649], [0.125, -0.062, 0.451], [-0.069, 0.359, -0.432], [-0.147, -0.293, 0.128], [0.096, -0.226, 0.312], [0.016, 0.289, -0.040], [-2.748, -0.215, -1.883], [0.321, -0.062, 0.511], [-0.156, 0.509, -0.596], [2.257, -1.492, 1.189], [0.958, 0.138, -0.269], [0.086, -0.001, 0.031], [-0.607, -0.244, 0.175], [-0.652, 0.046, 0.393], [0.158, -0.189, 0.052], [0.475, 1.058, -0.604], [0.250, 0.046, -0.107], [0.194, 0.023, 0.860], [0.281, -0.038, -0.117], [0.050, -0.069, -0.009], [-0.027, -0.032, 0.092], [-0.042, -0.070, -0.078], [0.124, 0.031, -0.084], [0.029, 0.181, -0.071], [0.111, -0.096, 0.024], [0.174, 0.011, -0.042], [-0.106, -0.009, -0.062], [-0.073, 0.022, 0.122], [0.039, 0.010, -0.113], [-0.092, -0.033, 0.028], [-0.015, 0.030, 0.027], [0.025, -0.021, 0.163], [-0.046, -0.032, -0.016], [-0.112, -0.041, 0.006], [-0.017, 0.127, -0.035], [-0.019, 0.051, -0.061], [-0.100, -0.036, 0.043], [-0.009, -0.050, -0.064], [-0.157, 0.004, 0.088], [0.078, -0.003, 0.053], [0.038, 0.182, -0.097], [0.089, 0.055, -0.078]],
  "gap_ev": [5.2, 5.9],
  "e_lumo_ev": [-8.10, -7.58],
  "multiplicity": 2,
  "e_homo_ev": [-13.3, -13.5],
  "charge": 2
}